Record 1
ORCA calculation (wB97M-V/def2-TZVPD) on 9 unconnected molecules or ions with the total composition C18H54O9.

Each line ends with the Löwdin charge.
Element x y z (Å)
C: -4.295510 -0.324378 3.914716  -0.063
C: -3.222480 0.466952 3.186906  -0.314
O: -2.865730 -0.278698 2.083346  -0.117
H: -4.561290 0.162472 4.853036  0.077
H: -3.969250 -1.291038 4.298406  0.058
H: -5.179150 -0.585058 3.332186  0.085
H: -2.385470 0.698032 3.845776  0.113
H: -3.467500 1.432202 2.743796  0.117
H: -2.579930 -1.175578 2.271856  0.052
C: 1.757110 -0.626998 -4.228714  -0.105
C: 1.591060 -1.403018 -5.527214  -0.296
O: 2.793650 -2.063748 -5.945184  -0.082
H: 2.161700 -1.233698 -3.418584  0.059
H: 0.813420 -0.261678 -3.823634  0.066
H: 2.355610 0.281892 -4.290504  0.077
H: 1.073270 -0.730888 -6.211494  0.113
H: 0.895090 -2.233098 -5.406034  0.096
H: 3.326140 -2.448058 -5.244934  0.077
C: 4.390030 -1.669348 1.508836  -0.055
C: 2.882590 -1.737678 1.270696  -0.324
O: 2.428220 -0.568598 1.804666  -0.108
H: 4.814480 -2.594818 1.119686  0.068
H: 4.737300 -1.575988 2.537816  0.087
H: 4.754790 -0.873998 0.858866  0.076
H: 2.438580 -2.575908 1.807666  0.100
H: 2.442900 -1.810318 0.275966  0.099
H: 1.548730 -0.434878 1.443806  0.039
C: -0.906570 4.073342 -2.396254  -0.075
C: 0.171340 4.769422 -3.238894  -0.368
O: 0.875900 5.587992 -2.420964  -0.061
H: -0.351250 3.448712 -1.696574  0.054
H: -1.619320 3.508852 -2.997454  0.070
H: -1.397650 4.831402 -1.786094  0.074
H: -0.161420 5.208662 -4.179324  0.109
H: 0.898690 4.001532 -3.502384  0.108
H: 0.371990 6.278772 -1.984504  0.093
C: -0.917450 -2.221238 4.142346  -0.061
C: -0.791290 -3.306518 3.044326  -0.260
O: -1.617910 -2.840618 1.971136  -0.099
H: -0.346340 -2.679758 4.949626  0.077
H: -1.946140 -2.044938 4.456686  0.060
H: -0.362460 -1.312998 3.907446  0.076
H: -1.240150 -4.235688 3.395426  0.111
H: 0.259100 -3.470478 2.803716  0.102
H: -1.644660 -3.528848 1.302386  0.086
C: -0.075860 -2.701378 -1.387984  -0.097
C: 0.169340 -3.885118 -2.209154  -0.389
O: -0.351320 -4.875058 -1.457594  -0.042
H: 0.444470 -2.713198 -0.430274  0.074
H: -1.093940 -2.350748 -1.218634  0.090
H: 0.458150 -1.893948 -1.888984  0.044
H: 1.163860 -4.051958 -2.622904  0.123
H: -0.448810 -3.759908 -3.098154  0.114
H: -0.208250 -5.687118 -1.949204  0.097
C: 4.489990 3.501112 2.694926  -0.077
C: 3.682430 2.267132 2.186176  -0.334
O: 3.445160 1.393242 3.256656  -0.089
H: 4.113820 3.870822 3.648816  0.070
H: 4.185960 4.231492 1.945116  0.059
H: 5.576180 3.412142 2.675636  0.065
H: 4.253750 1.745302 1.418466  0.100
H: 2.784990 2.670462 1.717086  0.093
H: 3.069760 0.562992 2.954406  0.024
C: -4.694490 1.950792 -2.032314  -0.065
C: -4.653080 0.800402 -0.949814  -0.243
O: -4.399340 1.387952 0.391876  -0.120
H: -5.655340 2.461232 -1.966654  0.068
H: -4.423240 1.499112 -2.986514  0.065
H: -3.949780 2.703022 -1.772164  0.050
H: -3.895740 0.022252 -1.044714  0.093
H: -5.569080 0.209642 -0.943014  0.094
H: -3.785860 0.829602 0.875096  0.005
C: 0.974170 0.757822 -0.631214  -0.057
C: -0.425070 0.599092 -0.028944  -0.280
O: -0.149520 0.249872 1.296736  -0.081
H: 1.654310 1.311532 0.016006  0.075
H: 0.969260 1.442832 -1.479064  0.064
H: 1.298730 -0.232438 -0.950834  0.047
H: -0.930270 -0.192648 -0.582134  0.089
H: -1.077260 1.463002 -0.157024  0.113
H: -0.900860 0.388952 1.877896  0.068

Atoms 1-6, force components in eV/Å:
-0.435 0.413 1.218
-0.577 -0.322 0.682
1.120 -0.116 -1.953
-0.477 0.359 -0.116
0.715 -0.106 -0.370
0.017 0.593 -0.197

Output
HOMO level, eV: -9.282
2S+1: 1
ΔE to the lowest compared entry with this formula, charge and spin, kcal per mole: 113.3
E_tot, eV: -37964.952
SMILES: CCO.CCO.CCO.CCO.CCO.CCO.CCO.CCO.CCO
Gap between HOMO and LUMO, eV: 9.604



Record 2
ORCA calculation (wB97M-V/def2-TZVPD) on a molecular structure, C32H31BrN6O5S3Ti.

Each line ends with the natural charge from an NBO analysis.
Element x y z (Å)
Ti: -1.397770 0.156827 -0.182523  1.923
C: 1.079730 -3.941173 1.399477  -0.706
C: 0.981330 -2.533573 0.875277  0.284
N: 0.466830 -2.236973 -0.265623  -0.224
N: 0.043730 -3.258273 -1.063823  -0.468
C: 0.155430 -3.186873 -2.424423  0.275
N: -0.191870 -4.297073 -3.108423  -0.788
S: 0.615230 -1.813973 -3.209723  -0.213
C: 1.671130 -1.455573 1.597577  0.124
C: 1.964330 -1.516173 2.961977  -0.230
C: 2.778030 -0.540673 3.515977  -0.166
C: 3.280730 0.455527 2.695677  -0.229
C: 2.898130 0.455427 1.357877  0.049
N: 2.118630 -0.462773 0.823577  -0.407
H: 1.672230 -4.553073 0.715777  0.253
H: 0.095830 -4.400073 1.507977  0.231
H: 1.578730 -3.971373 2.359877  0.252
H: -0.014370 -4.192373 -0.658023  0.382
H: -0.234870 -5.204473 -2.669823  0.395
H: 0.007430 -4.289873 -4.097323  0.433
H: 1.581430 -2.302373 3.592777  0.227
H: 3.017630 -0.558373 4.567677  0.242
H: 3.939130 1.217427 3.078877  0.247
H: 3.245230 1.225527 0.680977  0.202
C: -1.143170 0.089527 3.712577  -0.661
C: -1.632470 -1.088673 2.964777  0.136
N: -1.691170 -1.234473 1.666777  -0.510
C: -2.326070 -2.400073 1.321777  0.086
C: -2.712770 -3.176773 2.379977  -0.407
S: -2.299070 -2.420073 3.851977  0.547
C: -2.630470 -2.628273 -0.073523  0.114
C: -3.240770 -3.731173 -0.601523  -0.419
S: -3.523670 -3.506273 -2.269823  0.579
C: -2.795070 -1.945673 -2.182823  0.165
N: -2.365570 -1.627373 -0.980723  -0.565
C: -2.731070 -1.128173 -3.410323  -0.700
H: -0.059870 0.053927 3.832877  0.250
H: -1.592370 0.108327 4.704377  0.251
H: -1.407370 1.004227 3.182077  0.250
H: -3.239770 -4.108873 2.362477  0.263
H: -3.540170 -4.627573 -0.099123  0.264
H: -3.219370 -1.655873 -4.226223  0.250
H: -1.690070 -0.941373 -3.681623  0.268
H: -3.230870 -0.172373 -3.258023  0.265
Br: 2.333630 3.298427 5.134577  0.093
C: 1.302030 3.830327 3.627677  -0.109
C: 0.986430 5.167127 3.422777  -0.172
C: 0.240930 5.521527 2.308177  -0.192
C: -0.209170 4.559227 1.420677  -0.134
C: 0.102030 3.215627 1.642577  -0.217
C: 0.869430 2.855327 2.749377  -0.133
C: -0.413470 2.155327 0.766177  0.805
O: -1.167370 2.380327 -0.204623  -0.635
O: -0.146170 0.920227 0.996177  -0.685
H: 1.324530 5.919627 4.119477  0.250
H: 0.001630 6.560127 2.145477  0.242
H: -0.803670 4.835627 0.564477  0.238
H: 1.125630 1.821127 2.908677  0.228
O: -3.161770 0.861827 -1.214023  -0.657
C: -3.598270 1.175127 -0.094523  0.692
O: -2.954570 0.836627 0.924177  -0.671
H: -4.541370 1.741327 0.000277  0.176
C: -1.224370 2.004927 -3.339823  -0.743
C: -0.160070 1.272127 -2.595523  0.734
O: -0.467470 0.442227 -1.694523  -0.677
C: 1.221930 1.474027 -2.946523  -0.253
C: 1.614130 2.214327 -4.079823  -0.101
C: 2.951730 2.385127 -4.361123  -0.221
C: 3.918830 1.834627 -3.524323  -0.093
C: 3.541630 1.082127 -2.419023  -0.241
C: 2.208430 0.891227 -2.127123  -0.040
H: -2.174570 1.914927 -2.818623  0.271
H: -1.318570 1.588527 -4.343523  0.274
H: -0.963970 3.055627 -3.448623  0.269
H: 0.874930 2.633627 -4.743623  0.227
H: 3.252330 2.948127 -5.231823  0.243
H: 4.964830 1.992927 -3.739023  0.239
H: 4.294530 0.641227 -1.786623  0.231
H: 1.894430 0.310827 -1.265523  0.250

Atoms 1-6, force components in eV/Å:
-1.819 -0.445 0.832
0.018 0.139 -0.083
-0.199 -0.726 -0.630
0.146 0.517 0.235
0.000 -1.312 0.258
-0.010 0.485 -0.219

Output
HOMO level, eV: -13.121
Net charge: +2
2S+1: 1
E_tot, eV: -178520.096
Gap between HOMO and LUMO, eV: 6.101



Q: Which formula does entry 2 have?
A: C32H31BrN6O5S3Ti